--- w ---
Molecular formula: C5H14NO2
Method: DFT, ωB97M-V/def2-TZVPD

Bonds (Å) are listed after each position.
Cartesian coordinates (Å):
1 C -0.62206 -1.62144 -0.42831  N2 1.461, C7 1.484, H8 1.068, H9 1.141
2 N -0.06013 -0.62157 -1.33270  C1 1.461, C3 1.480, H10 1.011
3 C 0.30258 0.67376 -0.71569  N2 1.480, C4 1.467, H11 1.143, H12 1.101
4 C 1.42394 0.66399 0.23081  C3 1.467, C5 1.670, H13 1.026, H14 1.090
5 C 1.30046 2.07951 1.10915  C4 1.670, O6 1.306, H15 1.168, H16 1.168
6 O 0.38354 2.20216 2.03108  C5 1.306
7 C -0.76966 -3.06510 -0.73964  C1 1.484, H17 1.024, H18 1.118, H19 1.082
8 H -0.14519 -1.41741 0.50528  C1 1.068
9 H -1.67308 -1.19615 -0.29776  C1 1.141
10 H 0.69301 -1.07697 -1.83115  N2 1.011
11 H 0.56724 1.18656 -1.70209  C3 1.143
12 H -0.64399 1.16836 -0.44616  C3 1.101
13 H 1.40490 -0.10325 0.91227  C4 1.026
14 H 2.46305 0.54159 -0.07543  C4 1.090
15 H 2.40870 2.34210 1.36633  C5 1.168
16 H 0.87519 2.86765 0.35911  C5 1.168
17 H -0.89970 -3.82491 -0.06499  C7 1.024
18 H -1.46167 -3.26031 -1.59597  C7 1.118
19 H 0.11583 -3.42136 -1.24998  C7 1.082
20 H -2.41776 1.40580 1.40584  O22 0.983
21 H -1.16295 2.27725 1.62709  O22 1.155
22 O -2.08226 2.19972 0.93291  H20 0.983, H21 1.155

Calculated values
E_HOMO	-3.06	eV
molar mass	120.17	g mol⁻¹
total charge	-1
orbital gap	6.60	eV
multiplicity	1
LUMO	3.5	eV

Which charges does natural (NBO) predict for the atoms? In e, they are: C -0.2346; N -0.6385; C -0.2489; C -0.5027; C 0.0312; O -0.9248; C -0.6184; H 0.1773; H 0.1716; H 0.3273; H 0.1815; H 0.2599; H 0.1834; H 0.1762; H 0.0723; H 0.0899; H 0.2140; H 0.1932; H 0.1879; H 0.4362; H 0.5198; O -1.0538


--- x ---
Molecular formula: C5H14NO2
Method: DFT, ωB97M-V/def2-TZVPD

Bonds (Å) are listed after each position.
Cartesian coordinates (Å):
1 C 0.01741 -0.08130 -1.94647  O2 1.352, C3 1.579, H8 1.113, H9 1.122
2 O -0.45909 -1.30459 -1.62248  C1 1.352
3 C -0.15952 1.06525 -0.87462  C1 1.579, C4 1.537, H10 1.081, H11 1.095
4 C 1.09278 1.27682 -0.00825  C3 1.537, C5 1.553, H12 1.096, H13 1.112
5 C 1.48204 0.36286 1.18546  C4 1.553, C6 1.550, H14 1.091, H15 1.087
6 C 0.55348 -0.86156 1.38458  C5 1.550, N7 1.488, H16 1.096, H17 1.094
7 N -0.58421 -0.43700 2.24450  C6 1.488, H18 1.018, H19 1.025
8 H 1.09996 -0.07156 -2.20687  C1 1.113
9 H -0.46561 0.27209 -2.89548  C1 1.122
10 H -0.39220 1.98034 -1.40066  C3 1.081
11 H -1.00568 0.81258 -0.22743  C3 1.095
12 H 1.91822 1.33796 -0.72720  C4 1.096
13 H 1.15783 2.33202 0.33554  C4 1.112
14 H 1.53456 0.93213 2.11505  C5 1.091
15 H 2.52433 0.10608 1.01236  C5 1.087
16 H 0.30962 -1.30447 0.41256  C6 1.096
17 H 1.17206 -1.54328 1.97539  C6 1.094
18 H -0.98605 -1.30629 2.59080  N7 1.018
19 H -1.35383 -0.18181 1.61779  N7 1.025
20 H -3.09656 -0.68467 -1.31215  O22 0.958
21 H -1.65435 -1.45061 -1.00600  O22 1.128
22 O -2.70518 -1.25101 -0.64643  H20 0.958, H21 1.128

Calculated values
E_HOMO	-3.57	eV
molar mass	120.17	g mol⁻¹
total charge	-1
orbital gap	7.72	eV
multiplicity	1
LUMO	4.2	eV

Which charges does natural (NBO) predict for the atoms? In e, they are: C -0.0081; O -0.9052; C -0.4478; C -0.3977; C -0.4033; C -0.2562; N -0.8534; H 0.0994; H 0.0902; H 0.1843; H 0.2070; H 0.1789; H 0.1780; H 0.1932; H 0.1851; H 0.2474; H 0.1600; H 0.3402; H 0.3698; H 0.4341; H 0.5032; O -1.0992


--- y ---
Molecular formula: C5H14NO2
Method: DFT, ωB97M-V/def2-TZVPD

Bonds (Å) are listed after each position.
Cartesian coordinates (Å):
1 C 1.03510 1.58716 -0.37000  O2 1.383, C3 1.563, H8 1.095, H9 1.114
2 O 0.96242 2.09527 0.91449  C1 1.383
3 C 1.32194 0.05855 -0.52433  C1 1.563, C4 1.534, H10 1.085, H11 1.094
4 C 0.32588 -0.62985 -1.46668  C3 1.534, C5 1.559, H12 1.100, H13 1.114
5 C -1.20556 -0.46491 -1.22530  C4 1.559, C6 1.499, H14 1.093, H15 1.093
6 C -1.60070 -0.30513 0.21213  C5 1.499, N7 1.495, H16 1.090, H17 1.092
7 N -1.36477 -1.53371 1.02976  C6 1.495, H18 1.025, H19 1.016
8 H 0.09259 1.82424 -0.87395  C1 1.095
9 H 1.84548 2.04704 -0.97986  C1 1.114
10 H 2.32470 -0.20843 -0.84165  C3 1.085
11 H 1.20590 -0.45014 0.43737  C3 1.094
12 H 0.49692 -0.50970 -2.54698  C4 1.100
13 H 0.59136 -1.71161 -1.44373  C4 1.114
14 H -1.70664 -1.31802 -1.69045  C5 1.093
15 H -1.42028 0.43413 -1.80947  C5 1.093
16 H -1.04320 0.48760 0.71033  C6 1.090
17 H -2.66395 -0.06292 0.26942  C6 1.092
18 H -0.82208 -1.17226 1.82093  N7 1.025
19 H -0.78350 -2.19366 0.52117  N7 1.016
20 H 0.98617 0.50250 3.44364  O22 0.951
21 H 0.81370 1.14810 1.83306  O22 1.094
22 O 0.60854 0.37573 2.58012  H20 0.951, H21 1.094

Calculated values
E_HOMO	-3.56	eV
molar mass	120.17	g mol⁻¹
total charge	-1
orbital gap	7.59	eV
multiplicity	1
LUMO	4.0	eV

Which charges does natural (NBO) predict for the atoms? In e, they are: C -0.0340; O -0.9007; C -0.4558; C -0.3840; C -0.4156; C -0.2423; N -0.8797; H 0.1080; H 0.1022; H 0.1817; H 0.2295; H 0.1788; H 0.1694; H 0.1847; H 0.2004; H 0.2312; H 0.1609; H 0.4024; H 0.3367; H 0.4435; H 0.4956; O -1.1130


Ordering by calculated energy gives the sequence y, x, w, with the first entry being the most stable.